Record 1
Below is 2 unconnected molecules or ions with the total composition C3H3F2OS at a distorted geometry, with properties calculated with wB97M-V/def2-TZVPD.

For the energy, the calculation gives -789.24476 a.u. Its orbital gap (alpha / beta) is 5.02 / 5.02 eV. As for the total charge: -1. Its LUMO energy (alpha / beta) is 3.2 / 3.2 eV.

CARTESIAN COORDINATES (ANGSTROEM)
C (-1.461, 1.754, -0.444)
C (0.549, -0.669, 0.770)
C (0.461, -0.593, -0.664)
O (-0.690, 2.593, -0.767)
F (1.814, -0.450, -1.109)
F (0.077, -1.886, -1.102)
S (-2.777, 0.997, -0.050)
H (1.160, -1.505, 1.075)
H (1.145, 0.284, 0.967)
H (-0.278, -0.525, 1.324)

Results of the Löwdin charge analysis, in e, for atoms 1 through 2:
1. C -0.9042
2. C -0.1672


Record 2
Below is 2 unconnected molecules or ions with the total composition C3H3FIO3, with properties calculated with wB97M-V/def2-TZVPD.

For the energy, the calculation gives -739.52459 a.u. Its orbital gap is 7.39 eV. As for the total charge: -1. Its LUMO energy is 3.5 eV.

CARTESIAN COORDINATES (ANGSTROEM)
I (25.758, 18.553, -10.063)
C (27.109, 21.967, -8.485)
C (26.728, 22.105, -9.945)
O (27.959, 22.296, -10.598)
C (28.982, 22.060, -9.757)
O (30.131, 22.065, -10.057)
O (28.536, 21.828, -8.504)
F (25.938, 23.225, -10.121)
H (26.603, 21.156, -7.969)
H (26.875, 22.894, -7.949)
H (26.186, 21.252, -10.348)

Results of the Löwdin charge analysis, in e, for atoms 1 through 2:
1. I -0.6215
2. C -0.0750


Record 3
Below is a molecular structure, C3H3FMgO3 at a distorted geometry, with properties calculated with wB97M-V/def2-TZVPD.

For the energy, the calculation gives -641.12619 a.u. Its orbital gap is 7.53 eV. As for the total charge: +2. Its LUMO energy is -12.7 eV.

CARTESIAN COORDINATES (ANGSTROEM)
H (-0.389, 1.903, -0.525)
O (0.183, -0.010, -1.081)
O (-0.390, -0.726, 0.899)
O (-0.612, -2.080, -0.842)
C (0.332, 1.151, -0.192)
C (0.018, 0.608, 1.193)
C (-0.313, -0.983, -0.387)
H (1.351, 1.539, -0.275)
F (1.130, 0.516, 1.956)
H (-0.769, 1.115, 1.757)
Mg (-0.542, -3.032, -2.503)

Results of the Löwdin charge analysis, in e, for atoms 1 through 2:
1. H 0.1625
2. O 0.1399


Record 4
Below is a single C3H3FN2 molecule at a distorted geometry, with properties calculated with wB97M-V/def2-TZVPD.

For the energy, the calculation gives -325.42145 a.u. Its orbital gap is 10.36 eV. Its SMILES is Fc1cc[nH]n1. Its LUMO energy is 0.8 eV.

CARTESIAN COORDINATES (ANGSTROEM)
F (2.604, -0.156, -0.079)
C (1.283, -0.139, -0.053)
C (0.337, 0.960, -0.081)
C (-0.911, 0.393, -0.084)
N (-0.650, -0.945, -0.195)
N (0.600, -1.290, 0.069)
H (0.190, 2.131, 0.117)
H (-2.036, 0.664, 0.251)
H (-1.417, -1.618, 0.054)

Results of the Löwdin charge analysis, in e, for atoms 1 through 2:
1. F 0.0941
2. C -0.3541


Record 5
Below is a single C3H3FN2O molecule at a distorted geometry, with properties calculated with wB97M-V/def2-TZVPD.

For the energy, the calculation gives -400.67800 a.u. Its orbital gap is 9.64 eV. Its SMILES is Oc1cn[nH]c1F. Its LUMO energy is 0.6 eV.

CARTESIAN COORDINATES (ANGSTROEM)
O (-1.569, -1.381, 0.007)
C (-0.357, -0.688, -0.061)
C (0.946, -1.171, 0.027)
N (1.864, -0.179, -0.019)
N (1.042, 0.885, -0.015)
C (-0.242, 0.639, -0.031)
F (-1.146, 1.607, 0.071)
H (-2.293, -0.704, -0.251)
H (1.354, -2.142, 0.344)
H (1.383, 1.805, -0.146)

Results of the Löwdin charge analysis, in e, for atoms 1 through 2:
1. O 0.0204
2. C -0.2634


Record 6
Below is a single C3H3FN2OS molecule at a distorted geometry, with properties calculated with wB97M-V/def2-TZVPD.

For the energy, the calculation gives -798.79968 a.u. Its orbital gap is 8.80 eV. Its SMILES is On1[nH]c(F)cc1=S. Its LUMO energy is 0.3 eV.

CARTESIAN COORDINATES (ANGSTROEM)
O (-1.404, 1.622, -0.218)
N (-0.454, 0.733, 0.286)
N (0.823, 0.920, 0.021)
C (1.390, -0.341, -0.057)
F (2.750, -0.552, -0.037)
C (0.441, -1.295, -0.108)
C (-0.785, -0.589, 0.093)
S (-2.431, -0.919, 0.014)
H (-2.336, 0.992, -0.248)
H (1.381, 1.786, 0.357)
H (0.626, -2.356, -0.103)

Results of the Löwdin charge analysis, in e, for atoms 1 through 2:
1. O -0.0958
2. N -0.2204